C41H49AsFeN4O3P | the ωB97M-V functional and the def2-TZVPD basis

The geometry in XYZ format:
```
100
Properties=species:S:1:pos:R:3:forces:R:3
As -1.52148 1.91040 -0.52195 -0.430 0.027 -0.315
Fe 0.72733 0.31466 1.36118 -0.055 0.653 0.188
P 1.65611 -1.15612 4.37321 -0.172 -0.146 -0.141
O 2.15500 2.81277 4.31621 0.116 0.046 -0.105
O 0.77470 -1.03006 3.14320 0.205 0.419 -0.260
O 1.99103 1.56768 2.44879 -0.303 -0.254 -0.457
N 2.34300 -0.33687 -0.16337 -0.480 -0.290 0.168
N 0.11897 2.27127 3.56204 0.102 -0.029 0.195
N -0.31130 0.53325 -0.46704 0.468 -0.114 1.511
N -0.66958 1.74126 2.53361 -0.039 -0.074 -0.169
C -0.32498 -3.92424 0.31301 0.027 -0.075 -0.054
C 3.37135 -0.73013 4.13703 -0.008 0.080 0.000
C 6.33723 -2.48362 2.29447 -0.026 -0.032 -0.007
C 1.68250 -0.33663 -1.46481 0.460 0.023 -0.229
C 2.40140 -0.74996 -2.57698 0.026 -0.042 0.012
C -5.74333 1.51208 -0.43090 0.022 0.007 -0.001
C -4.93062 -0.48240 0.56086 -0.037 0.068 -0.001
C 1.74520 -2.73297 -0.05319 -0.101 0.061 0.089
C 4.92097 -0.91414 1.13455 0.003 -0.021 -0.123
C -3.35256 1.14950 -0.27126 -0.006 -0.007 -0.006
C -6.00870 0.26668 0.11947 -0.057 -0.054 0.054
C 2.69228 -1.63654 0.29469 0.160 -0.128 -0.088
C 4.17648 -3.18822 1.48869 -0.068 0.043 -0.006
C -2.05475 2.14237 -3.55218 -0.051 0.003 0.050
C -0.03262 3.76518 -6.34707 -0.050 -0.012 0.080
C -0.07508 -4.71868 -0.79486 0.024 -0.016 0.016
C 1.65946 -2.87240 4.91711 -0.079 0.020 -0.040
C 1.07835 -0.17021 5.75720 -0.037 0.059 -0.065
C -0.16109 3.28510 -2.57406 -0.010 -0.004 0.094
C -1.30986 2.47972 -2.41359 0.147 0.050 0.001
C 1.52197 2.24982 3.43161 -0.005 -0.177 0.138
C -3.61117 -0.06255 0.39144 0.070 -0.063 -0.085
C 0.69480 3.72272 -1.40545 -0.052 -0.094 -0.076
C 5.35918 -3.46601 2.14065 -0.034 0.032 0.063
C 0.32017 -0.01405 -1.54735 -0.128 -0.131 -0.250
C -7.42338 -0.23453 0.25023 0.117 0.053 -0.006
C 0.58149 -2.93989 0.68414 -0.016 0.025 0.079
C -0.49995 3.35869 -4.97518 0.045 -0.013 -0.015
C 3.91055 -1.89420 0.96862 0.113 0.052 -0.189
C -2.53586 -0.96389 0.95402 -0.095 0.024 -0.270
C -0.31465 -0.34011 -2.76333 -0.013 -0.102 0.069
C -3.29438 1.28224 -3.54381 0.110 0.006 0.006
C -4.27329 3.39126 -1.10088 -0.034 -0.155 0.101
C 0.39373 -0.79032 -3.85942 0.063 0.078 0.016
C -4.44559 1.97488 -0.59972 0.050 0.074 -0.022
C 6.10805 -1.21444 1.77252 0.002 0.033 -0.002
C 1.77639 -0.95243 -3.79382 -0.074 -0.002 -0.029
C 2.00648 -3.56559 -1.14065 0.029 -0.031 -0.020
C 0.22706 3.69491 -3.84154 0.003 0.002 -0.041
C -1.64254 2.59923 -4.80234 -0.022 0.009 -0.004
C 1.10208 -4.54647 -1.51287 -0.024 -0.003 0.020
H -4.17807 1.88299 -3.77223 -0.015 -0.013 0.034
H 2.92130 -3.43297 -1.70408 -0.012 0.021 -0.013
H -0.13285 -1.01253 -4.78019 -0.014 -0.011 0.019
H -0.00947 -0.21996 5.80489 0.018 -0.021 0.048
H 1.52591 4.33462 -1.75358 0.004 -0.024 -0.006
H -2.98564 -1.72517 1.59162 -0.004 0.000 0.004
H 3.46425 -0.94450 -2.46783 -0.020 -0.017 0.023
H -5.12625 3.68387 -1.71331 0.017 0.025 -0.002
H 3.42831 -3.95974 1.36239 0.019 -0.031 0.037
H 0.53283 2.95288 -6.80894 0.006 0.017 -0.017
H -6.57049 2.14585 -0.73706 0.015 0.009 0.007
H 3.89861 -0.76263 5.09221 -0.033 0.001 -0.001
H -3.36813 3.53065 -1.68476 -0.011 0.057 -0.062
H -1.22178 -4.07895 0.90032 -0.007 0.038 -0.014
H 0.63139 -3.22783 4.98969 0.014 -0.007 0.049
H 0.61725 4.63846 -6.29642 -0.008 -0.001 -0.027
H -4.22800 4.07446 -0.24831 0.036 0.026 -0.028
H 0.40558 -2.36003 1.58394 -0.028 -0.019 -0.131
H 1.12851 4.28976 -3.94810 -0.022 0.010 0.019
H -0.23683 3.06819 4.06781 0.004 0.027 -0.051
H -3.21453 0.51245 -4.31415 -0.015 0.024 -0.022
H -1.52238 1.36303 2.93179 0.054 -0.081 -0.039
H 7.26409 -2.70880 2.80452 0.002 0.008 -0.011
H 2.18668 -3.47029 4.17224 -0.009 -0.003 0.002
H -0.92129 2.43701 1.83049 -0.072 0.066 0.080
H 3.09596 0.33431 -0.08300 -0.030 0.028 -0.003
H -1.97524 -1.45803 0.16015 0.051 0.002 0.041
H -1.81763 -0.40117 1.54690 0.040 -0.065 0.069
H 1.51218 -0.54566 6.68480 -0.016 0.010 0.000
H 3.41963 0.27409 3.71628 0.061 0.045 0.021
H 0.11368 4.30914 -0.69240 0.036 0.002 0.030
H 3.82265 -1.43834 3.44618 0.046 -0.021 0.044
H -1.39338 -0.27116 -2.79990 0.037 0.081 -0.054
H 1.38517 0.86726 5.61073 -0.036 0.008 0.010
H -2.23597 2.32713 -5.67092 0.017 -0.012 0.011
H 1.31238 -5.17445 -2.36927 0.002 0.012 0.001
H 2.15592 -2.97216 5.88247 0.009 -0.029 -0.019
H 4.78564 0.08724 0.74417 0.035 0.002 0.070
H -5.11504 -1.42898 1.05874 0.014 -0.012 -0.027
H -3.45922 0.79506 -2.59122 -0.023 -0.076 0.000
H -7.87866 -0.35193 -0.73485 -0.026 -0.012 0.017
H 1.10242 2.86218 -0.86872 0.036 0.037 0.017
H -8.03616 0.46998 0.81500 -0.022 -0.024 0.000
H -7.45130 -1.19968 0.75475 -0.027 0.010 0.005
H -0.78663 -5.47906 -1.09103 0.011 -0.002 -0.002
H 2.33960 -1.27995 -4.65743 0.006 0.021 0.009
H 6.87083 -0.45103 1.86135 -0.034 0.017 0.033
H -0.87614 3.99486 -6.99866 0.019 0.007 -0.008
H 5.52376 -4.45845 2.54202 0.014 -0.006 -0.033
```
Positions in Å, forces in eV/Å.

Its total charge is 0. The value obtained for the HOMO energy (spin up / spin down) is -6.581 / -6.987 eV. The total energy is -159932.508 eV. The spin multiplicity is 6. The value obtained for the energy above the lowest of the compared OMol25 structures with the same formula, charge and spin is 66.3 kJ/mol.


C4H8B3Br2FIO5P | the ωB97M-V functional and the def2-TZVPD basis

The geometry in XYZ format:
```
25
Properties=species:S:1:pos:R:3:forces:R:3
I -1.19723 1.23417 1.30058 0.146 -0.021 -0.013
Br -1.28742 0.73884 -2.41916 -0.043 0.036 -0.225
Br -0.90277 4.31365 -1.73320 0.016 -0.064 0.052
P -2.25210 -0.42644 2.74648 -0.311 -0.358 0.865
F 1.99508 -0.22181 0.15493 -0.180 0.085 -0.160
O -1.64059 -2.34427 0.55610 0.027 1.045 0.090
O 3.66447 0.20087 1.50603 0.085 0.107 -0.074
O 0.70926 -2.68843 0.32177 0.077 0.922 -0.115
O -3.79156 -0.52200 2.17153 0.143 0.434 -0.291
O -0.26194 -2.47434 2.45686 0.681 1.220 0.167
C 2.10309 -1.48645 2.17755 -0.468 0.017 -0.111
C 2.69422 -0.43492 1.28738 0.415 -0.100 0.196
C -0.39673 2.09748 -3.48490 0.013 -0.140 0.058
C 0.32522 3.08578 -2.60871 -0.032 0.154 -0.018
B -1.35077 -1.90061 1.84035 -0.591 -0.889 -0.301
B -0.51080 -2.32410 -0.23807 0.002 -0.699 -0.383
B 0.84552 -2.25825 1.62081 0.025 -1.042 0.253
H 2.91097 -2.14335 2.49311 0.084 -0.087 0.018
H 1.77775 -0.95135 3.07184 0.096 -0.037 0.146
H -3.90515 0.02109 1.37919 -0.206 -0.288 -0.050
H 0.31205 1.56731 -4.11634 0.024 -0.012 0.014
H 0.88823 2.59799 -1.81997 0.040 -0.040 -0.011
H -1.15859 2.56091 -4.10189 0.007 0.064 -0.011
H -0.56257 -1.94758 -1.36000 -0.040 -0.315 -0.066
H 0.99239 3.70579 -3.20227 -0.010 0.008 -0.029
```
Positions in Å, forces in eV/Å.

Its total charge is 0. The value obtained for the HOMO energy is -8.894 eV. The total energy is -176744.166 eV.